(1)
The molecule C3H5NO3 in a non-equilibrium geometry, computed with wB97M-V/def2-TZVPD.

Net charge: 0
ΔE to the lowest compared entry with this formula, charge and spin, kcal/mol: 146.3
HOMO, Eh: -0.3737
SMILES string: C=C(C)O[N+](=O)[O-]

Atoms and positions in Å:
1 O 0.7086 1.9090 0.4376
2 O 0.4718 3.9532 -0.1611
3 O -1.0674 2.5588 -0.6477
4 N -0.0675 2.9054 -0.1408
5 C 0.0440 0.6996 0.3236
6 C -0.5185 0.2038 1.4290
7 C -0.1581 -0.0862 -0.9439
8 H -0.4387 0.6232 2.3485
9 H -0.1955 -1.1426 -0.5901
10 H -0.9688 -0.7509 1.2904
11 H 0.7481 -0.0158 -1.5886
12 H -1.0130 0.2364 -1.3724

These are the natural (NBO) partial charges, in e, on atoms 1 to 6:
1. O -0.354
2. O -0.333
3. O -0.356
4. N 0.735
5. C 0.278
6. C -0.394

(2)
A cluster of 10 separate species, C30H80O10 in total in a non-equilibrium geometry, computed with wB97M-V/def2-TZVPD.

Net charge: 0
ΔE to the lowest compared entry with this formula, charge and spin, kcal/mol: 98.5
HOMO, Eh: -0.3697
SMILES string: CC(C)O.CC(C)O.CC(C)O.CC(C)O.CC(C)O.CC(C)O.CC(C)O.CC(C)O.CC(C)O.CC(C)O

Atoms and positions in Å:
1 O -18.8327 -2.5298 10.7175
2 O -11.4194 2.0274 20.9685
3 O -16.6685 -1.3521 26.0246
4 O -14.2095 -2.7032 20.8459
5 O -6.4857 -7.1536 23.4653
6 O -25.1490 -0.6374 16.2495
7 O -13.1443 4.7274 16.8906
8 O -8.8997 -5.2524 12.0395
9 O -18.5672 -10.3691 17.1936
10 O -17.8472 -6.7486 25.5647
11 C -11.9342 3.5964 15.3346
12 C -23.0896 0.0869 16.9724
13 C -17.1435 -7.5314 26.4823
14 C -10.3239 2.3037 21.7978
15 C -23.9649 -1.1624 16.7458
16 C -24.2482 -1.8438 18.0796
17 C -17.2301 -0.2222 26.6560
18 C -18.9713 -9.0142 17.4159
19 C -8.5456 -3.8529 12.2494
20 C -20.3102 -8.8452 16.7637
21 C -9.7176 -2.9525 11.7872
22 C -15.8461 -8.0278 25.7883
23 C -18.4035 -0.7413 27.4921
24 C -6.9926 -6.5102 21.3315
25 C -8.2233 -3.7099 13.7526
26 C -17.7129 -2.6020 12.7692
27 C -14.4978 3.5980 15.2061
28 C -13.7588 -3.0305 18.6259
29 C -14.6653 -3.4366 19.7836
30 C -9.1367 1.3456 21.4435
31 C -17.6669 0.7350 25.4903
32 C -16.1996 -3.0853 19.5089
33 C -8.8693 -7.0797 23.0740
34 C -13.2119 4.3178 15.5451
35 C -16.9999 -4.1610 10.9627
36 C -17.5686 -2.7338 11.2637
37 C -18.0083 -8.6409 27.1017
38 C -18.9719 -8.7587 18.8960
39 C -7.4650 -6.4985 22.7944
40 C -9.8196 3.7452 21.4664
41 H -10.4551 4.5605 21.8122
42 H -14.5671 3.5045 14.1224
43 H -24.9109 -0.3978 15.3509
44 H -16.3827 -2.0553 19.2028
45 H -17.9738 -8.5439 19.2778
46 H -5.9272 -6.2799 21.3363
47 H -25.0501 -2.5797 18.0188
48 H -15.1082 -7.2589 25.5594
49 H -7.4712 -5.7175 20.7565
50 H -15.3642 4.2377 15.3742
51 H -17.8610 1.7194 25.9161
52 H -21.0762 -9.4406 17.2606
53 H -8.9213 -8.1478 22.8632
54 H -9.9783 -3.2122 10.7612
55 H -14.5300 -4.4804 20.0671
56 H -6.6428 -7.0349 24.4049
57 H -16.1902 -8.4104 24.8274
58 H -24.6013 -1.1390 18.8324
59 H -23.3599 -2.3144 18.5010
60 H -16.5383 0.3099 27.3090
61 H -17.3053 -2.0699 26.0543
62 H -18.2020 -8.4181 16.9252
63 H -9.4097 0.3087 21.6396
64 H -15.2863 -8.8271 26.2740
65 H -7.1026 -7.4720 20.8305
66 H -11.8550 1.2203 21.2520
67 H -12.7762 -3.4751 18.7846
68 H -7.4716 -5.4651 23.1411
69 H -17.7921 -4.9018 11.0711
70 H -16.7487 -4.1596 9.9020
71 H -7.6924 -2.7776 13.9453
72 H -14.7224 -2.8796 21.6380
73 H -8.9312 1.3259 20.3732
74 H -8.2169 1.6742 21.9274
75 H -22.9558 0.5046 15.9745
76 H -9.4879 -1.9065 11.9898
77 H -14.1015 -3.5213 17.7150
78 H -11.0854 4.2034 15.6493
79 H -9.5940 3.8875 20.4096
80 H -13.6956 -1.9730 18.3695
81 H -16.8929 -3.2291 20.3377
82 H -9.2247 -5.3247 11.1391
83 H -16.6686 -3.7355 18.7704
84 H -12.8052 4.1062 17.5392
85 H -7.6452 -3.5969 11.6910
86 H -8.8645 3.9347 21.9562
87 H -16.8932 0.8208 24.7273
88 H -18.3450 -3.4314 13.0865
89 H -10.5706 2.3347 22.8590
90 H -19.6198 -7.9360 19.1983
91 H -23.5569 -1.9244 16.0817
92 H -16.8434 -6.8785 27.3019
93 H -20.6097 -7.8021 16.8659
94 H -10.5898 -3.2043 12.3906
95 H -11.6586 3.3997 14.2985
96 H -16.1539 -4.4350 11.5930
97 H -7.5820 -4.4852 14.1717
98 H -14.5847 2.5648 15.5424
99 H -22.0977 -0.2185 17.3055
100 H -18.8499 -3.0191 9.8917
101 H -9.5514 -6.4928 22.4589
102 H -18.9237 -8.3088 27.5914
103 H -17.4888 -9.2508 27.8408
104 H -23.5540 0.8221 17.6296
105 H -18.3013 -1.7024 12.9498
106 H -9.1050 -6.9984 24.1351
107 H -11.8808 2.6589 15.8881
108 H -13.1250 5.2198 14.9394
109 H -18.1027 -1.4994 28.2152
110 H -18.5636 -7.3123 25.2639
111 H -16.8059 -2.0246 10.9418
112 H -20.2468 -9.0654 15.6981
113 H -18.5685 0.3755 24.9944
114 H -17.6086 -10.3534 17.2435
115 H -16.8480 -2.6567 13.4304
116 H -19.2305 -1.0980 26.8783
117 H -9.1564 -3.7467 14.3146
118 H -19.4064 -9.5500 19.5068
119 H -18.2899 -9.2892 26.2720
120 H -18.7618 0.0948 28.0927

These are the Mulliken partial charges, in e, on atoms 1 to 6:
1. O -0.523
2. O -0.518
3. O -0.538
4. O -0.528
5. O -0.544
6. O -0.539

(3)
A structure of composition C2H3FHgO in a non-equilibrium geometry, computed with wB97M-V/def2-TZVPD.

Net charge: 0
HOMO (alpha / beta), Eh: -0.2966 / -0.3851
2S+1: 3
<S²>: 2.01

Atoms and positions in Å:
1 Hg 0.0676 2.6566 -0.7649
2 F 1.8648 2.1680 -0.0520
3 O -1.0867 0.6471 -0.3899
4 C 0.3812 -0.9538 0.4757
5 C -0.9118 -0.5118 0.0505
6 H -1.6262 -1.2977 -0.2547
7 H 1.2333 -0.8807 -0.2016
8 H 0.0777 -1.8276 1.1368

These are the natural (NBO) partial charges, in e, on atoms 1 to 6:
1. Hg 0.809
2. F -0.817
3. O -0.612
4. C -0.280
5. C 0.316
6. H 0.155

(4)
A cluster of 6 separate species, H11NO4 in total in a non-equilibrium geometry, computed with wB97M-V/def2-TZVPD.

Net charge: 0
ΔE to the lowest compared entry with this formula, charge and spin, kcal/mol: 179.8
HOMO, Eh: -0.3732

Atoms and positions in Å:
1 O -0.1701 1.3360 3.0756
2 O 0.8898 -2.1318 1.1501
3 O -0.9445 1.0515 -1.4699
4 O 1.1771 1.2592 0.3842
5 N -0.9268 -1.6769 -3.3215
6 H -0.9266 0.8634 2.7283
7 H -1.2124 -1.2275 -2.3575
8 H -0.4887 0.1803 0.6674
9 H 1.1147 -2.2321 2.1195
10 H 1.6389 2.0999 0.3202
11 H 0.6584 -1.1391 1.0702
12 H -0.4397 -0.8566 -3.6448
13 H -0.1650 1.1790 -0.8860
14 H -0.1997 -2.3982 -2.9958
15 H 0.3869 1.3986 2.2070
16 H -1.4970 1.7512 -1.0979

These are the natural (NBO) partial charges, in e, on atoms 1 to 6:
1. O -0.936
2. O -0.902
3. O -0.896
4. O -0.961
5. N -1.065
6. H 0.446

(5)
A cluster of 2 separate species, CF4N2O in total in a non-equilibrium geometry, computed with wB97M-V/def2-TZVPD.

Net charge: 0
ΔE to the lowest compared entry with this formula, charge and spin, kcal/mol: 200.4
HOMO (alpha / beta), Eh: -0.3778 / -0.3778

Atoms and positions in Å:
1 F -0.9821 -0.6571 1.6532
2 F 1.5759 -1.1218 -0.7776
3 F 0.2916 -0.5150 -2.3951
4 F -0.1524 1.2414 2.0566
5 O -1.1842 1.0544 -0.6080
6 N 0.4972 -0.4233 -1.0714
7 N 0.2285 0.0513 1.5278
8 C -0.2744 0.3702 -0.3855

These are the natural (NBO) partial charges, in e, on atoms 1 to 6:
1. F -0.269
2. F -0.110
3. F -0.155
4. F -0.222
5. O -0.462
6. N 0.263

Q: Number 5 is which compound?
A: CF4N2O

Q: Look up the net charge of the fifth one.
A: 0

Q: What is the net charge in the second record?
A: 0